[1]
2 unconnected molecules or ions with the total composition C6H13N2 in a non-equilibrium geometry, computed with wB97M-V/def2-TZVPD.

Last column: Mulliken charge in e.
Geometry (Å):
C  0.39760  -1.13857  3.01812  -0.869
N  -1.63700  -0.22828  0.16656  -0.260
C  -0.68490  -0.16508  1.06418  0.307
N  -0.40927  -1.21780  1.84639  -0.170
H  -0.17014  -1.01331  3.98386  0.315
H  1.28477  -0.44850  2.99875  0.315
H  1.00081  -2.06277  3.09115  0.335
H  -2.30095  -1.01693  0.13387  0.210
H  -1.61137  0.44027  -0.63114  0.216
H  -0.10470  0.75706  1.16463  0.360
H  -0.85784  -2.11432  1.70603  0.262
C  1.65365  -0.67698  -2.15744  -0.830
C  0.61650  0.21246  -2.18889  0.229
C  0.40484  1.42688  -1.35534  -0.571
C  -0.59301  2.31269  -1.61108  -0.737
H  2.45111  -0.59741  -1.42550  0.275
H  1.62734  -1.55481  -2.82685  0.267
H  -0.15179  0.12667  -2.96425  0.255
H  0.99987  1.53179  -0.46229  0.520
H  -0.65309  3.26297  -1.07969  0.272
H  -1.26242  2.16397  -2.47106  0.301

Properties
- Energy relative to the best compared isomer or geometry (same formula, charge and spin): 165.2 kJ/mol
- Total energy: -345.63311 a.u.
- Spin multiplicity: 1
- HOMO-LUMO gap: 8.9 eV
- Charge: +1
- HOMO energy: -12.55 eV

[2]
8 unconnected molecules or ions with the total composition C32H68IN3O15PS7 in a non-equilibrium geometry, computed with wB97M-V/def2-TZVPD.

Last column: Mulliken charge in e.
Geometry (Å):
C  -3.99986  2.02267  -0.45706  -1.209
C  -3.75552  0.59640  -0.97282  -0.324
I  -4.21272  -0.80599  0.59213  0.027
C  -2.29606  0.37858  -1.36506  0.160
N  -2.06688  0.57719  -2.83044  0.129
C  -0.93371  0.17872  -3.32167  -0.378
N  0.21111  0.30729  -2.58725  0.058
N  -0.86619  -0.32190  -4.60792  -0.312
P  -1.26719  -2.00113  -4.65280  0.675
O  -1.27663  -2.60769  -3.30923  -0.479
H  -5.05794  2.26420  -0.52037  0.381
H  -3.40366  2.72642  -1.04145  0.323
H  -3.69930  2.08712  0.58831  0.375
H  -4.44761  0.39338  -1.78949  0.460
H  -1.68009  1.14321  -0.90435  -0.545
H  -1.90383  -0.58129  -1.03865  0.579
H  -2.86098  0.32013  -3.41700  0.389
H  0.58772  1.23052  -2.40625  0.235
H  0.64838  -0.48059  -2.12529  0.192
H  0.09916  -0.19624  -4.90429  0.453
H  -2.45490  -2.14501  -5.36673  0.034
H  -0.26317  -2.54702  -5.46958  0.018
C  -6.42419  -4.14681  -1.96639  -0.793
C  -7.20309  -4.41349  -3.25839  -0.030
C  -7.18965  -3.11852  -4.08661  -0.908
S  -5.67619  -2.27183  -3.62532  1.262
O  -5.98588  -1.02363  -2.96369  -0.706
O  -4.75203  -2.27025  -4.74163  -0.729
C  -5.14199  -3.45191  -2.40145  -0.182
H  -6.20911  -5.06583  -1.42556  0.386
H  -7.00272  -3.49180  -1.30986  0.360
H  -6.70922  -5.21218  -3.80783  -0.246
H  -8.22365  -4.73231  -3.05675  0.456
H  -7.16952  -3.30290  -5.15759  0.420
H  -8.02384  -2.46370  -3.84207  0.320
H  -4.63833  -2.90297  -1.61412  0.027
H  -4.45852  -4.15032  -2.88461  0.332
C  0.49781  3.46070  2.03934  -0.970
C  0.66121  4.95049  1.70763  -0.249
C  0.88653  5.06546  0.19831  -0.781
S  0.05724  3.65642  -0.53866  1.325
O  1.03853  2.78371  -1.15443  -0.809
O  -1.09906  4.07649  -1.29374  -0.711
C  -0.47502  2.90566  1.00320  -0.529
H  0.12965  3.30650  3.05229  0.441
H  1.46130  2.95321  1.94994  0.331
H  -0.24848  5.48615  1.98597  0.265
H  1.48403  5.40541  2.24888  0.165
H  0.45969  5.97275  -0.22009  0.372
H  1.94174  5.00224  -0.05959  0.366
H  -0.44641  1.82137  0.90931  0.469
H  -1.49382  3.24198  1.19328  0.264
C  3.72007  7.76895  5.13576  0.444
C  4.81170  8.63042  4.49187  -0.705
C  4.50188  8.71687  2.99079  -0.727
S  2.71725  8.54564  2.84317  1.086
O  2.42339  7.32053  2.12558  -0.596
O  2.13536  9.78796  2.41219  -0.696
C  2.39706  8.28634  4.58391  -0.711
H  3.74643  7.84300  6.21918  -0.658
H  3.85900  6.72124  4.85303  0.342
H  4.79155  9.62819  4.93232  0.304
H  5.80451  8.21875  4.66357  0.390
H  4.79084  9.66965  2.55527  0.356
H  4.95729  7.90188  2.43151  0.358
H  1.56686  7.59357  4.69932  0.442
H  2.13849  9.25313  5.01382  0.353
C  -4.25492  -9.94955  -5.42723  -0.617
C  -3.37721  -8.74947  -5.80777  -0.640
C  -4.23499  -7.48705  -5.64557  -0.613
S  -5.44953  -7.86998  -4.37409  1.165
O  -6.76273  -7.84895  -4.96548  -0.680
O  -5.16631  -7.09401  -3.18698  -0.656
C  -4.94474  -9.56653  -4.12117  -0.743
H  -3.66839  -10.85894  -5.31260  0.362
H  -5.00216  -10.12624  -6.20343  0.300
H  -2.51659  -8.70016  -5.13878  0.298
H  -2.99579  -8.83311  -6.82352  0.329
H  -3.65292  -6.62760  -5.32221  0.310
H  -4.78290  -7.24547  -6.55428  0.410
H  -5.82181  -10.16728  -3.89284  0.418
H  -4.24932  -9.57971  -3.28262  0.342
C  4.22686  6.38129  10.63015  -0.619
C  3.50719  7.44949  11.46580  -0.618
C  3.41125  8.71659  10.60607  -0.679
S  3.38215  8.15850  8.89822  1.144
O  4.57865  8.62265  8.23838  -0.658
O  2.08466  8.40110  8.31902  -0.692
C  3.56651  6.41344  9.25508  -0.684
H  4.15208  5.39426  11.08295  0.360
H  5.28589  6.63081  10.53968  0.306
H  2.50535  7.09955  11.72049  0.299
H  4.02989  7.65159  12.39864  0.328
H  2.50662  9.28759  10.79719  0.353
H  4.28381  9.35585  10.72331  0.361
H  4.15880  5.94922  8.46962  0.367
H  2.56774  5.97871  9.28125  0.410
C  2.90791  -4.33739  -5.14577  -0.718
C  2.23513  -4.04453  -3.79665  0.554
C  1.49642  -5.31866  -3.37013  -0.595
S  2.38953  -6.69092  -4.11254  1.180
O  1.52720  -7.32826  -5.07623  -0.654
O  3.04176  -7.45576  -3.08345  -0.678
C  3.59150  -5.69152  -4.98662  -0.834
H  3.62130  -3.56134  -5.41884  0.398
H  2.15449  -4.39677  -5.93614  0.336
H  2.99422  -3.78784  -3.06162  -0.160
H  1.54895  -3.20524  -3.84700  -0.338
H  1.48479  -5.45667  -2.29213  0.381
H  0.47724  -5.34470  -3.75169  0.228
H  3.83810  -6.17536  -5.92846  0.473
H  4.47745  -5.62030  -4.35665  0.366
C  3.76958  -3.55632  1.72867  -0.715
C  3.93890  -2.05986  2.02787  -0.612
C  4.29300  -1.36399  0.70643  -0.684
S  3.55214  -2.36243  -0.58996  1.090
O  4.59725  -2.93224  -1.40014  -0.669
O  2.45628  -1.63696  -1.20251  -0.585
C  2.89619  -3.63711  0.48013  -0.618
H  3.31671  -4.08869  2.56267  0.384
H  4.74307  -4.00829  1.53016  0.319
H  3.00158  -1.65778  2.41733  0.283
H  4.70750  -1.88255  2.77752  0.333
H  3.89186  -0.35587  0.64023  0.336
H  5.36609  -1.34698  0.52767  0.354
H  2.94836  -4.59570  -0.03230  0.324
H  1.85955  -3.38175  0.69908  0.417

Properties
- Total energy: -5979.09187 a.u.
- Spin multiplicity: 1
- HOMO-LUMO gap: 8.7 eV
- Charge: +1
- HOMO energy: -11.76 eV

[3]
A single H5NO2P2 molecule in a non-equilibrium geometry, computed with wB97M-V/def2-TZVPD.

Last column: Mulliken charge in e.
Geometry (Å):
N  1.60759  -0.38756  0.00299  -0.730
P  0.32094  1.38639  -0.17572  0.089
P  -1.09782  -0.04107  0.71543  0.343
O  -2.43878  0.44831  -0.02192  -0.428
O  -0.85546  -1.26669  -0.43527  -0.593
H  2.22802  -0.26621  0.75418  0.208
H  2.07011  -0.20756  -0.79411  0.238
H  0.42282  1.92315  1.14823  0.076
H  -2.28955  0.00694  -0.84171  0.355
H  0.03212  -1.59570  -0.35209  0.442

Properties
- Energy relative to the best compared isomer or geometry (same formula, charge and spin): 205.6 kJ/mol
- Total energy: -890.91163 a.u.
- Spin multiplicity: 1
- HOMO-LUMO gap: 8.4 eV
- Structure (SMILES): N[PH]#P(O)O
- Charge: 0
- HOMO energy: -8.65 eV